{"formula": "C40H126N10O18", "method": "the ωB97M-V functional and the def2-TZVPD basis", "charge": 0, "gap_ev": 8.641, "de_lowest_kj_mol": 569.9, "e_homo_ev": -8.3, "symbols": ["C", "C", "C", "O", "C", "N", "H", "H", "H", "H", "H", "H", "H", "H", "H", "H", "H", "C", "C", "C", "O", "C", "N", "H", "H", "H", "H", "H", "H", "H", "H", "H", "H", "H", "C", "C", "C", "O", "C", "N", "H", "H", "H", "H", "H", "H", "H", "H", "H", "H", "H", "C", "C", "C", "O", "C", "N", "H", "H", "H", "H", "H", "H", "H", "H", "H", "H", "H", "C", "C", "C", "O", "C", "N", "H", "H", "H", "H", "H", "H", "H", "H", "H", "H", "H", "C", "C", "C", "O", "C", "N", "H", "H", "H", "H", "H", "H", "H", "H", "H", "H", "H", "C", "C", "C", "O", "C", "N", "H", "H", "H", "H", "H", "H", "H", "H", "H", "H", "H", "C", "C", "C", "O", "C", "N", "H", "H", "H", "H", "H", "H", "H", "H", "H", "H", "H", "C", "C", "C", "O", "C", "N", "H", "H", "H", "H", "H", "H", "H", "H", "H", "H", "H", "C", "C", "C", "O", "C", "N", "H", "H", "H", "H", "H", "H", "H", "H", "H", "H", "H", "O", "H", "H", "O", "H", "H", "O", "H", "H", "O", "H", "H", "O", "H", "H", "O", "H", "H", "O", "H", "H", "O", "H", "H"], "xyz": [[-2.672348, -2.317136, -2.215718], [-1.952773, -2.043743, -3.463961], [-2.898480, -1.517618, -4.513176], [-2.296344, -1.469371, -5.809364], [-2.040273, -2.754461, -6.432732], [-0.973880, -1.001477, -3.255589], [-3.554139, -2.954624, -2.280260], [-2.995863, -1.384340, -1.753848], [-2.070183, -2.687516, -1.386075], [-1.333803, -2.867762, -3.818876], [-3.345978, -0.556344, -4.260630], [-3.724787, -2.205521, -4.692391], [-2.409087, -2.721883, -7.457925], [-2.737443, -3.483050, -6.018946], [-1.022257, -3.120944, -6.300628], [-0.514238, -0.686033, -4.097800], [-1.565106, -0.194588, -3.116058], [-3.964328, 1.296634, -0.014063], [-4.560716, 1.151753, 1.452782], [-6.105142, 0.932680, 1.513179], [-6.810372, 2.138248, 1.093891], [-7.126404, 2.914720, 2.209381], [-3.898495, -0.028277, 2.004734], [-4.202314, 0.431819, -0.633380], [-2.882653, 1.401145, -0.098743], [-4.425024, 2.125568, -0.551402], [-4.267618, 2.022919, 2.038666], [-6.448366, 0.632940, 2.503363], [-6.366666, 0.020358, 0.977111], [-7.947451, 2.583450, 2.845189], [-7.312946, 3.943935, 1.902759], [-6.198656, 2.965158, 2.779324], [-2.896682, 0.099551, 1.993611], [-4.068305, -0.065680, 2.999651], [5.649198, -2.118247, 1.760595], [5.638198, -1.708051, 0.225848], [4.531212, -0.751216, -0.330818], [4.338563, -0.836903, -1.702389], [3.449851, 0.060917, -2.277598], [6.881976, -0.994821, -0.036934], [5.015360, -2.982388, 1.959585], [5.465914, -1.262349, 2.410163], [6.701110, -2.294282, 1.985533], [5.559751, -2.581524, -0.421454], [4.797714, 0.278435, -0.092276], [3.566718, -1.005167, 0.108924], [4.144030, 0.865590, -2.519903], [2.644251, 0.363520, -1.608616], [3.100456, -0.386759, -3.207986], [7.643281, -1.648280, 0.079302], [6.870278, -0.685736, -0.998399], [2.585836, -0.902047, 3.818855], [1.936886, -0.736657, 5.203302], [3.076732, -0.490707, 6.229918], [2.662570, -0.587839, 7.598333], [3.476212, 0.196934, 8.494213], [0.914999, 0.263890, 5.034628], [1.897530, -1.176350, 3.019416], [3.259520, -1.749941, 3.942631], [3.134045, 0.012614, 3.593122], [1.494059, -1.673621, 5.541090], [3.421850, 0.509237, 5.967041], [3.922550, -1.160211, 6.073601], [3.632173, 1.212298, 8.129770], [4.459603, -0.245387, 8.653623], [3.022870, 0.280689, 9.481919], [0.549846, 0.043027, 4.119213], [1.262462, 1.210849, 4.983223], [-1.276882, -4.280201, 5.575856], [-0.839959, -3.198114, 4.572688], [0.175175, -3.728858, 3.554663], [1.359369, -4.353908, 4.160741], [1.992976, -5.209946, 3.223052], [-1.999065, -2.791945, 3.860792], [-1.802599, -5.133673, 5.147735], [-1.917527, -3.702059, 6.241756], [-0.416502, -4.607546, 6.159541], [-0.445540, -2.326765, 5.095455], [0.433603, -3.021844, 2.766343], [-0.370958, -4.420531, 2.913244], [1.474062, -6.157923, 3.081064], [3.036790, -5.410720, 3.464370], [2.088457, -4.654210, 2.290236], [-2.536100, -3.628069, 3.680312], [-2.633947, -2.340475, 4.503600], [2.986024, 3.039141, -4.714578], [3.319830, 4.450650, -4.222127], [3.334312, 4.534206, -2.690384], [2.146302, 4.128553, -2.079838], [2.304055, 3.411795, -0.890674], [4.572086, 4.673443, -4.939781], [1.948748, 2.765897, -4.520914], [3.628357, 2.342335, -4.176098], [2.935617, 2.890760, -5.793257], [2.641800, 5.134979, -4.732117], [3.568993, 5.589977, -2.554854], [4.247677, 4.050988, -2.343444], [2.766044, 4.062750, -0.148432], [3.042614, 2.624670, -1.042593], [1.408303, 2.917561, -0.514540], [5.249843, 4.020143, -4.573807], [5.006094, 5.565511, -4.750177], [1.793846, 3.492350, 7.308829], [2.343901, 4.000966, 5.911543], [1.251839, 4.058201, 4.784852], [0.722467, 2.823428, 4.504751], [-0.584796, 2.900818, 3.993016], [2.976469, 5.281463, 6.111021], [1.067931, 4.057714, 7.893219], [2.646186, 3.257053, 7.946195], [1.228198, 2.567999, 7.191714], [3.111062, 3.316646, 5.549242], [1.521940, 4.566138, 3.859035], [0.599867, 4.855850, 5.140919], [-1.195696, 3.451063, 4.708646], [-0.973243, 1.882745, 3.965965], [-0.672847, 3.262637, 2.968588], [3.426819, 5.599172, 5.264648], [3.751264, 5.346143, 6.755700], [-5.869428, -0.401637, -3.054292], [-7.418880, -0.469992, -3.148614], [-8.131873, 0.688453, -2.399976], [-9.553734, 0.481438, -2.570927], [-10.513446, 1.263989, -1.984337], [-7.695345, -0.338638, -4.568680], [-5.604914, -0.661127, -2.029207], [-5.214758, 0.437967, -3.287889], [-5.418524, -1.177815, -3.672609], [-7.825830, -1.466174, -2.975104], [-7.993011, 1.710319, -2.752986], [-7.837719, 0.749590, -1.352199], [-10.265130, 2.320985, -2.080207], [-10.573631, 0.918037, -0.952451], [-11.455110, 1.045003, -2.487732], [-8.627093, 0.041067, -4.480467], [-7.243712, 0.539878, -4.779243], [-1.272861, 4.378375, -0.311945], [-1.420942, 4.870707, -1.716773], [-0.656584, 6.176598, -1.973187], [-0.882805, 6.635069, -3.345573], [-2.193460, 7.228127, -3.562808], [-0.993300, 3.807398, -2.629947], [-1.525104, 3.320468, -0.238984], [-1.888065, 5.014336, 0.324592], [-0.246232, 4.553402, 0.009777], [-2.469566, 5.114135, -1.887762], [0.373796, 5.830291, -2.053680], [-0.696422, 6.932178, -1.188574], [-3.049197, 6.661088, -3.196364], [-2.363891, 7.243875, -4.639289], [-2.205435, 8.295224, -3.340860], [-0.735853, 4.257160, -3.496857], [-0.073980, 3.430981, -2.447595], [5.006576, -5.459635, -1.385143], [5.366945, -4.567995, -2.498991], [5.847927, -5.278310, -3.719525], [5.997211, -4.437371, -4.908510], [6.667439, -5.220437, -5.955431], [4.173941, -3.717422, -2.688442], [5.859396, -6.077099, -1.103102], [4.159740, -6.126335, -1.547856], [4.751925, -4.931633, -0.466194], [6.226104, -3.914352, -2.348386], [5.150563, -6.100982, -3.877586], [6.801220, -5.750523, -3.482163], [7.063124, -6.177027, -5.614152], [7.504689, -4.692201, -6.411590], [6.047667, -5.428360, -6.827646], [3.977138, -3.607340, -3.672947], [4.237154, -2.825000, -2.219724], [-4.596734, -2.465512, 1.236885], [-4.506022, -1.529933, 1.417728], [-4.420035, -2.890417, 2.076208], [-0.851204, -0.573562, 2.701106], [-1.040076, -1.328025, 3.259085], [-0.568474, -0.954658, 1.869804], [-2.600735, 1.653331, -3.096814], [-2.159630, 2.349809, -2.610422], [-2.282888, 1.749180, -3.994596], [2.019786, -3.823001, -0.611192], [2.056325, -3.125865, -1.266091], [2.331298, -4.601906, -1.072172], [-0.424272, -1.018292, 0.068796], [-1.012370, -0.517266, -0.496306], [0.036435, -1.608552, -0.527498], [1.294575, -2.985534, -4.985043], [0.669103, -3.111084, -4.271432], [1.056052, -3.648775, -5.632703], [1.527385, 0.920221, 1.222392], [1.169382, 0.601580, 0.393820], [1.062979, 0.419286, 1.892926], [-0.549319, -6.486870, -1.358529], [0.221604, -6.017536, -1.039733], [-1.291628, -6.002336, -0.997347]], "forces_ev_per_angstrom": [[-0.603, -0.138, 2.196], [0.891, 0.568, -1.364], [-0.669, -2.157, -1.792], [0.899, 0.152, -0.602], [-1.563, 0.611, 0.832], [0.637, 1.289, 1.150], [0.080, -0.023, -0.292], [-0.440, 0.374, -0.336], [0.390, -0.500, -0.306], [-0.735, -0.665, -0.220], [0.480, 0.134, -0.035], [-0.491, -0.195, 0.608], [0.761, 0.421, -0.249], [0.105, -0.297, 0.502], [-0.009, 0.312, -0.225], [0.305, -0.774, -0.575], [0.047, 0.722, 0.835], [-1.430, 0.082, 0.358], [0.631, -0.291, -1.327], [0.592, 0.744, -0.259], [-0.048, -1.950, -0.417], [1.096, 0.965, 0.324], [-0.198, 0.394, 0.671], [-0.156, -0.289, 0.274], [0.066, 0.154, 0.622], [0.055, 0.225, 0.153], [-0.283, 0.409, -0.086], [0.309, 0.428, 0.536], [-0.147, 0.419, -0.980], [-0.119, -0.421, -0.166], [-0.248, -0.100, -0.274], [-0.141, 0.198, 0.746], [0.455, -0.177, -0.370], [-0.341, -0.135, 0.381], [0.172, 0.958, -1.656], [-0.510, 0.834, -0.156], [-0.651, -0.222, 1.876], [1.051, -2.508, -0.515], [1.077, 0.429, -0.372], [0.240, -0.111, 0.182], [0.056, 0.197, 0.182], [-0.685, -0.002, -0.124], [-0.005, -0.686, -0.058], [-0.040, -0.540, 0.249], [0.026, 0.195, 0.456], [-0.133, 0.157, 0.630], [-0.848, 1.007, -0.274], [-0.118, 0.021, -0.043], [-0.289, 0.098, 0.097], [0.353, 0.087, -0.147], [0.240, 0.035, -0.213], [0.834, -1.188, 1.209], [0.882, -0.723, -0.149], [-0.795, 0.740, -0.136], [0.279, 0.910, 0.120], [-0.151, -0.375, -0.457], [-0.464, -0.320, 1.077], [-0.151, 0.237, 0.172], [0.479, -0.013, -0.555], [0.024, -0.059, -0.312], [-0.220, -0.222, -0.233], [0.311, 0.492, 0.436], [-0.063, -0.293, -0.235], [-0.106, 0.065, -0.248], [0.181, -0.229, -0.191], [-0.420, -0.274, -0.216], [-0.573, 0.420, -0.010], [0.188, -0.168, 0.138], [1.155, 1.138, 0.731], [1.247, -1.621, 0.641], [0.545, -0.825, 0.002], [-1.413, 0.540, -0.432], [0.353, 0.780, -0.499], [-1.568, 0.442, -0.731], [0.059, 0.134, -0.221], [-0.341, -0.525, 0.318], [-0.098, -0.278, 0.026], [0.163, -0.080, 0.195], [0.596, 0.729, 0.426], [-0.122, -0.937, 0.287], [-0.211, 0.016, -0.027], [-0.141, 0.002, 0.764], [-0.282, -0.235, -0.508], [0.022, -0.332, -0.748], [0.038, 0.593, 0.259], [-1.706, -0.270, 0.513], [-0.495, -1.540, -2.101], [0.950, 1.226, -1.274], [-0.783, 0.007, -0.794], [1.486, -0.352, 0.487], [0.943, 0.570, 0.938], [-0.159, -0.057, 0.893], [0.066, -0.301, -0.423], [1.095, 0.356, -0.055], [-0.469, 0.236, 0.697], [-0.359, 0.448, 0.814], [-0.152, -0.736, 0.280], [-0.360, 0.056, 0.503], [0.056, -0.299, -0.030], [-0.220, 0.533, -0.266], [0.294, -0.431, -0.151], [-0.182, 0.519, 0.056], [0.050, -0.809, -1.098], [-0.394, -0.814, 0.545], [1.119, 2.229, 1.119], [-0.373, 0.381, -0.070], [-0.589, -1.036, 0.413], [-0.035, 1.600, -0.706], [0.342, 1.012, -0.471], [-0.004, 0.126, 0.065], [0.330, -0.414, -0.363], [-0.091, -0.777, 0.210], [1.186, -0.215, -0.371], [-1.232, -0.475, 0.560], [-0.219, 0.331, -0.255], [0.087, -0.104, 0.049], [0.329, 0.515, -0.021], [-0.281, 0.068, -0.488], [-0.323, -0.736, 0.619], [0.066, -1.578, 1.481], [1.534, 1.627, -0.999], [-1.280, -0.320, 0.887], [1.572, -1.982, -1.535], [0.166, 0.049, 0.678], [-0.849, 1.162, -0.406], [0.246, -0.103, 0.189], [-1.055, 0.940, -0.161], [-0.490, -0.310, 0.000], [0.236, 0.153, 1.283], [0.915, -0.021, -0.689], [-0.174, -0.367, 0.423], [-0.181, 0.300, 0.263], [-0.416, 0.667, 0.457], [-0.010, 0.142, 0.022], [-1.089, -0.519, -0.992], [0.683, 0.203, -0.781], [0.257, 0.783, 0.499], [0.004, 0.446, -0.160], [0.931, -1.064, -1.581], [-1.498, 0.400, 1.263], [0.883, -0.085, -1.197], [0.063, 0.421, -0.776], [-0.094, 0.145, 0.219], [-0.160, -0.370, 0.306], [0.174, -0.339, 0.138], [-0.222, -0.493, -0.259], [0.304, 0.325, 0.332], [-0.559, 0.259, -0.173], [0.233, 0.090, 0.644], [0.316, -0.304, -0.219], [-0.055, -0.088, 0.839], [-0.675, 0.251, -0.745], [0.314, -0.027, 1.148], [1.063, -1.336, 1.767], [-0.531, 2.600, -0.704], [-0.543, -0.667, -1.181], [0.674, -1.837, 0.212], [-0.160, 0.528, -0.004], [-0.248, -0.813, -0.946], [0.114, -0.366, 0.072], [0.005, 0.050, -0.620], [0.028, 0.436, -0.147], [0.135, 0.231, 1.123], [-0.234, -0.213, -0.734], [0.205, 0.077, 0.036], [-0.155, 0.053, 0.356], [0.125, 0.495, 0.558], [-0.711, 0.016, 0.342], [-0.017, 0.463, -0.065], [0.246, 0.182, -0.272], [-0.573, -1.608, -0.622], [0.549, 0.993, 0.265], [0.057, -0.086, 0.089], [0.463, 1.199, 0.179], [-0.577, -0.428, 0.028], [-0.138, -0.219, -0.718], [-0.956, -1.367, -0.091], [0.596, 0.909, -0.018], [0.071, 0.218, -0.212], [-0.713, 0.043, 0.804], [0.282, 0.001, -0.348], [0.408, 0.030, -0.390], [0.317, 0.084, 0.208], [-0.286, 0.078, -0.323], [0.068, -0.266, -0.294], [0.237, 0.218, -0.036], [-0.139, 0.007, 0.298], [0.042, -0.202, -0.181], [0.508, 0.579, -0.164], [-0.266, -0.282, -0.107], [-0.279, -0.112, 0.286], [0.010, -0.246, -0.190], [0.195, 0.210, 0.119], [-0.218, 0.134, 0.090]]}